Entry 1:
{"formula": "C40H30F5N3OPS3V", "method": "ωB97M-V with the def2-TZVPD basis set", "molar_mass_g_mol": 841.81, "multiplicity": 3, "e_above_lowest_kj_mol": 46.4, "homo_ev": [-7.1136, -7.1192], "s_squared": 2.0186, "energy_ev": -129555.9542, "elements": ["V", "C", "C", "N", "N", "C", "S", "S", "C", "C", "C", "C", "C", "C", "C", "C", "C", "C", "C", "C", "C", "O", "H", "H", "H", "H", "H", "H", "H", "H", "H", "H", "H", "H", "H", "H", "F", "C", "C", "F", "C", "F", "C", "S", "C", "F", "C", "F", "N", "C", "C", "C", "C", "C", "C", "P", "C", "C", "C", "C", "C", "C", "C", "C", "C", "C", "C", "C", "H", "H", "H", "H", "H", "H", "H", "H", "H", "H", "H", "H", "H", "H", "H", "H"], "xyz": [[0.756, -0.037, 0.320], [-3.585, 0.888, 0.892], [-2.165, 0.456, 1.146], [-1.308, 0.388, 0.162], [-1.863, 0.681, -1.093], [-1.021, 0.854, -2.046], [0.700, 0.714, -1.971], [-1.618, 1.172, -3.673], [-3.236, 1.956, -3.363], [-3.116, 3.431, -3.100], [-2.991, 4.322, -4.162], [-2.838, 5.679, -3.932], [-2.804, 6.165, -2.632], [-2.926, 5.286, -1.567], [-3.082, 3.927, -1.801], [-1.826, 0.112, 2.535], [-2.814, 0.166, 3.535], [-2.539, -0.129, 4.852], [-1.245, -0.489, 5.222], [-0.254, -0.582, 4.271], [-0.541, -0.305, 2.931], [0.417, -0.464, 2.040], [-3.683, 1.363, -0.072], [-3.920, 1.571, 1.669], [-4.238, 0.012, 0.906], [-3.701, 1.426, -2.535], [-3.820, 1.765, -4.262], [-3.008, 3.946, -5.179], [-2.742, 6.360, -4.768], [-2.678, 7.225, -2.450], [-2.890, 5.655, -0.552], [-3.161, 3.242, -0.966], [-3.827, 0.441, 3.281], [-3.325, -0.072, 5.591], [-1.015, -0.699, 6.259], [0.764, -0.848, 4.525], [1.369, 6.768, 1.411], [1.852, 5.546, 1.663], [1.200, 4.421, 1.205], [0.065, 4.534, 0.508], [1.726, 3.177, 1.486], [1.000, 2.117, 1.007], [2.888, 2.943, 2.210], [3.518, 1.364, 2.584], [3.515, 4.119, 2.650], [4.643, 4.041, 3.360], [3.020, 5.382, 2.391], [3.663, 6.464, 2.841], [2.873, -0.093, 0.114], [3.512, -1.393, 0.070], [4.871, -1.498, 0.339], [5.481, -2.741, 0.315], [4.741, -3.883, 0.031], [3.385, -3.779, -0.217], [2.760, -2.533, -0.203], [0.967, -2.326, -0.408], [0.260, -3.701, 0.551], [-0.276, -4.832, -0.060], [-0.776, -5.869, 0.714], [-0.742, -5.785, 2.098], [-0.205, -4.661, 2.711], [0.294, -3.622, 1.943], [0.553, -2.697, -2.129], [1.496, -3.101, -3.064], [1.118, -3.302, -4.386], [-0.197, -3.097, -4.773], [-1.142, -2.688, -3.839], [-0.768, -2.485, -2.523], [3.194, 0.450, 0.975], [3.169, 0.461, -0.688], [5.433, -0.605, 0.582], [6.539, -2.821, 0.530], [5.221, -4.853, 0.022], [2.796, -4.670, -0.405], [-0.310, -4.904, -1.140], [-1.193, -6.744, 0.233], [-1.135, -6.595, 2.700], [-0.177, -4.589, 3.791], [0.711, -2.746, 2.424], [2.528, -3.249, -2.773], [1.856, -3.611, -5.114], [-0.487, -3.245, -5.805], [-2.165, -2.507, -4.141], [-1.503, -2.139, -1.803]], "mulliken_charge": [0.51, -1.76, 1.30, 0.98, -1.04, 0.58, -0.65, 0.00, -1.08, 0.62, -0.52, -0.57, -0.45, -0.76, 0.22, 0.04, -1.12, -1.03, -0.44, -0.74, 0.51, -0.23, 0.05, 0.50, 0.39, 0.24, 0.60, 0.38, 0.38, 0.38, 0.42, 0.25, 0.39, 0.40, 0.44, 0.53, -0.32, 0.37, -0.02, -0.15, -0.46, 0.83, -0.01, -0.54, 0.31, -0.33, 0.15, -0.30, 0.04, -0.46, -0.42, -0.68, -0.78, -0.18, -0.49, 3.00, 0.18, -0.25, -0.72, -0.53, -0.74, -0.53, 0.29, -0.70, -0.67, -0.62, -0.64, -0.39, -0.34, 0.39, 0.53, 0.41, 0.43, 0.50, 0.37, 0.43, 0.39, 0.45, 0.37, 0.37, 0.41, 0.40, 0.45, 0.49]}


Entry 2:
{"formula": "C40H30IN7PSrTe", "method": "ωB97M-V with the def2-TZVPD basis set", "molar_mass_g_mol": 981.83, "total_charge": -1, "e_above_lowest_kj_mol": 110.9, "homo_ev": [-2.5888, -2.7845], "energy_ev": -77917.2579, "elements": ["Sr", "N", "C", "N", "C", "N", "C", "C", "N", "C", "C", "N", "H", "H", "H", "H", "H", "C", "C", "C", "C", "C", "C", "N", "N", "C", "C", "C", "C", "C", "C", "H", "H", "H", "H", "H", "H", "H", "H", "H", "I", "C", "C", "C", "C", "C", "C", "C", "C", "C", "P", "C", "C", "C", "C", "C", "C", "C", "C", "C", "C", "C", "C", "C", "H", "H", "H", "H", "H", "H", "H", "H", "H", "H", "H", "H", "H", "H", "H", "H", "Te"], "xyz": [[-0.864, 1.134, -1.291], [-1.499, 4.735, 1.281], [-0.856, 4.312, 0.207], [-1.034, 3.008, 0.075], [-1.851, 2.660, 1.164], [-2.154, 3.721, 1.920], [-2.328, 1.316, 1.405], [-3.178, 1.039, 2.493], [-3.697, -0.141, 2.742], [-3.384, -1.131, 1.813], [-2.558, -0.907, 0.758], [-1.946, 0.290, 0.528], [-1.570, 5.670, 1.637], [-0.280, 4.945, -0.455], [-3.427, 1.849, 3.176], [-3.844, -2.101, 1.958], [-2.356, -1.695, 0.036], [-6.292, 0.493, -0.467], [-5.931, -0.671, -1.146], [-4.778, -0.733, -1.917], [-3.933, 0.388, -2.017], [-4.337, 1.573, -1.378], [-5.486, 1.620, -0.604], [-2.689, 0.396, -2.638], [-2.398, -0.740, -3.252], [-1.159, -0.891, -3.860], [-0.919, -2.249, -4.215], [0.248, -2.671, -4.803], [1.268, -1.747, -5.062], [1.051, -0.414, -4.759], [-0.148, 0.070, -4.194], [-7.175, 0.519, 0.162], [-6.556, -1.555, -1.057], [-4.491, -1.640, -2.431], [-3.721, 2.462, -1.500], [-5.752, 2.541, -0.098], [-1.716, -2.950, -3.990], [0.379, -3.721, -5.052], [2.204, -2.058, -5.517], [1.823, 0.309, -4.992], [2.748, 1.937, -1.868], [4.107, 1.809, -0.260], [5.070, 2.767, -0.304], [6.182, 2.743, 0.577], [6.326, 1.708, 1.433], [5.343, 0.690, 1.513], [5.569, -0.404, 2.378], [4.654, -1.393, 2.488], [3.429, -1.279, 1.796], [3.139, -0.238, 0.967], [1.326, -0.111, 0.462], [0.687, -0.012, 2.190], [0.632, 1.300, 2.664], [0.197, 1.586, 3.952], [-0.210, 0.557, 4.788], [-0.152, -0.753, 4.332], [0.302, -1.037, 3.050], [1.087, -1.799, -0.225], [0.157, -2.744, 0.203], [0.070, -3.985, -0.422], [0.903, -4.294, -1.483], [1.813, -3.347, -1.941], [1.897, -2.109, -1.326], [4.147, 0.754, 0.723], [4.997, 3.547, -1.052], [6.926, 3.529, 0.527], [7.202, 1.633, 2.072], [6.498, -0.439, 2.940], [4.839, -2.248, 3.128], [2.676, -2.042, 1.949], [0.934, 2.115, 2.009], [0.148, 2.615, 4.288], [-0.577, 0.771, 5.785], [-0.471, -1.565, 4.975], [0.344, -2.069, 2.739], [-0.520, -2.521, 1.012], [-0.657, -4.709, -0.070], [0.834, -5.263, -1.966], [2.448, -3.563, -2.790], [2.609, -1.379, -1.698], [-0.319, 2.209, -4.196]], "mulliken_charge": [2.35, -0.01, -0.50, -0.47, 0.36, -0.91, 0.79, -0.92, -0.71, -1.02, -1.19, 0.74, 0.16, 0.55, 0.50, 0.39, 0.73, -0.60, -0.50, -0.26, -0.11, -0.02, -0.50, -0.21, -0.52, 0.55, -0.46, -0.57, -0.68, -0.55, -0.48, 0.36, 0.35, 0.41, 0.51, 0.33, 0.40, 0.36, 0.40, 0.45, 0.23, -0.33, -0.67, -0.79, -0.84, 1.02, -0.84, -1.09, -0.44, 1.37, -0.54, 1.23, -1.16, -0.53, -0.70, -0.71, 0.19, 1.51, 0.03, -0.91, -0.69, -0.62, -1.02, 0.31, 0.39, 0.37, 0.33, 0.34, 0.42, 0.27, 0.30, 0.35, 0.37, 0.40, 0.27, 0.40, 0.41, 0.37, 0.44, 0.25, -0.22]}


Entry 3:
{"formula": "C40H31AgN4O2P2", "method": "ωB97M-V with the def2-TZVPD basis set", "molar_mass_g_mol": 769.53, "e_above_lowest_kj_mol": 4.8, "homo_ev": -7.3727, "energy_ev": -74617.4686, "elements": ["Ag", "O", "C", "O", "C", "C", "C", "N", "C", "C", "C", "C", "C", "C", "C", "N", "C", "C", "C", "C", "C", "N", "H", "H", "H", "H", "H", "H", "H", "H", "H", "H", "N", "P", "C", "C", "C", "C", "C", "C", "C", "C", "C", "C", "C", "C", "P", "C", "C", "C", "C", "C", "C", "C", "C", "C", "C", "C", "C", "H", "H", "H", "H", "H", "H", "H", "H", "H", "H", "H", "H", "H", "H", "H", "H", "H", "H", "H", "H", "H"], "xyz": [[0.380, -0.955, 0.742], [-5.231, -5.125, 2.471], [-4.246, -5.564, 1.853], [-4.033, -6.661, 1.311], [-3.084, -4.548, 1.709], [-1.970, -4.844, 0.941], [-0.963, -3.901, 0.802], [-1.026, -2.715, 1.411], [-2.090, -2.420, 2.160], [-3.142, -3.307, 2.324], [-2.125, -1.053, 2.768], [-3.022, -0.744, 3.789], [-3.084, 0.553, 4.262], [-2.252, 1.514, 3.708], [-1.368, 1.121, 2.721], [-1.297, -0.130, 2.268], [0.229, -4.145, -0.072], [0.458, -5.387, -0.664], [1.554, -5.545, -1.492], [2.401, -4.469, -1.713], [2.108, -3.277, -1.077], [1.055, -3.119, -0.280], [-1.960, -5.816, 0.468], [-4.039, -3.081, 2.884], [-3.654, -1.514, 4.206], [-3.777, 0.811, 5.052], [-2.277, 2.546, 4.032], [-0.691, 1.833, 2.266], [-0.208, -6.215, -0.479], [1.744, -6.502, -1.960], [3.267, -4.550, -2.354], [2.743, -2.405, -1.200], [0.971, 1.430, -1.130], [2.055, 0.863, 0.040], [1.983, 2.069, 1.407], [2.021, 1.593, 2.712], [1.926, 2.471, 3.786], [1.777, 3.828, 3.554], [1.739, 4.314, 2.251], [1.853, 3.440, 1.184], [3.678, 1.212, -0.702], [3.849, 1.393, -2.070], [5.115, 1.622, -2.595], [6.219, 1.661, -1.760], [6.058, 1.467, -0.393], [4.797, 1.243, 0.132], [-0.436, 0.489, -1.407], [-0.607, 0.756, -3.205], [0.427, 0.305, -4.027], [0.351, 0.454, -5.401], [-0.772, 1.040, -5.974], [-1.812, 1.472, -5.167], [-1.732, 1.331, -3.787], [-1.808, 1.459, -0.715], [-2.953, 0.750, -0.354], [-4.033, 1.404, 0.220], [-3.968, 2.770, 0.452], [-2.827, 3.483, 0.102], [-1.754, 2.830, -0.485], [1.212, 2.182, -1.765], [2.102, 0.526, 2.895], [1.950, 2.089, 4.798], [1.690, 4.514, 4.386], [1.625, 5.376, 2.071], [1.829, 3.822, 0.170], [3.003, 1.345, -2.745], [5.233, 1.769, -3.661], [7.204, 1.841, -2.170], [6.917, 1.492, 0.264], [4.683, 1.102, 1.201], [1.295, -0.178, -3.589], [1.160, 0.101, -6.027], [-0.836, 1.151, -7.048], [-2.691, 1.923, -5.609], [-2.547, 1.677, -3.165], [-2.990, -0.326, -0.493], [-4.914, 0.842, 0.503], [-4.804, 3.280, 0.913], [-2.777, 4.548, 0.288], [-0.860, 3.386, -0.744]], "mulliken_charge": [-0.37, -0.73, 0.46, -0.73, -0.84, -0.44, 0.70, -0.23, 0.82, -0.64, 0.16, -0.78, -0.57, -1.33, -0.41, 0.86, 0.29, -0.70, -0.37, -0.91, -0.13, 0.37, 0.53, 0.55, 0.41, 0.44, 0.51, 0.65, 0.40, 0.44, 0.41, 0.44, -0.49, 0.26, 0.28, -0.07, -0.65, -0.50, -0.69, -0.37, 0.65, -0.20, -0.62, -0.49, -0.61, -0.71, 0.85, 0.30, -0.25, -0.74, -0.52, -0.73, -0.49, 0.79, -0.65, -0.60, -0.63, -0.65, -0.17, 0.47, 0.44, 0.44, 0.42, 0.44, 0.34, 0.19, 0.42, 0.39, 0.40, 0.38, 0.48, 0.41, 0.38, 0.42, 0.40, 0.44, 0.46, 0.39, 0.39, 0.31]}